Record 1
C38H89IN7O4PS2 | ωB97M-V with the def2-TZVPD basis set

Calculated values
**Kohn-Sham gap**: 8.16 eV
**Net charge**: 0

Cartesian coordinates (Å):
C  -7.059  -4.924  -1.013
C  -5.506  -4.797  -1.430
C  -4.966  -3.264  -1.329
C  -3.358  -3.208  -1.039
C  -2.674  -2.604  -2.354
C  -3.020  -2.367  0.324
P  -3.644  -0.603  -0.177
N  -4.656  0.076  0.842
C  -1.420  -2.253  0.616
C  -0.537  -3.437  -0.038
N  0.224  -2.977  -1.255
C  0.954  -4.100  -1.907
C  -1.057  -2.103  2.198
I  -2.114  -0.359  3.114
N  0.368  -1.907  2.483
C  0.745  -1.259  3.763
C  1.109  -1.096  1.484
C  0.751  0.379  1.011
O  2.152  -1.620  1.015
C  -1.757  -3.397  2.859
S  -1.053  -4.063  4.422
O  -3.142  -3.037  3.131
S  -3.991  -3.196  1.659
O  -5.346  -2.636  1.935
O  -4.206  -4.682  1.416
H  -7.186  -5.314  0.045
H  -7.532  -3.890  -1.176
H  -7.523  -5.666  -1.759
H  -4.828  -5.538  -0.901
H  -5.466  -5.079  -2.548
H  -5.574  -2.638  -0.596
H  -5.226  -2.831  -2.364
H  -3.077  -4.318  -0.936
H  -2.043  -3.449  -2.817
H  -3.361  -2.095  -3.094
H  -1.897  -1.807  -2.054
H  -4.302  -0.625  -1.458
H  -2.522  0.301  -0.334
H  -4.276  0.961  1.210
H  -1.123  -1.308  0.027
H  -1.097  -4.409  -0.203
H  0.303  -3.719  0.711
H  0.826  -2.179  -1.030
H  0.507  -5.089  -1.521
H  2.078  -4.089  -1.741
H  0.665  -4.069  -3.021
H  1.830  -1.607  3.972
H  0.168  -1.555  4.687
H  0.851  -0.110  3.710
H  0.222  0.332  0.007
H  1.758  0.902  0.812
H  0.223  1.011  1.793
H  -1.819  -4.303  2.147
H  0.325  -3.852  4.484
C  -0.378  -2.492  -9.520
C  -0.249  -1.863  -8.138
N  -1.467  -1.940  -7.340
C  -1.427  -1.104  -6.144
C  -0.399  -1.455  -5.069
C  -2.031  -3.272  -7.149
C  -1.144  -4.334  -6.499
H  -1.215  -2.058  -10.074
H  0.534  -2.313  -10.095
H  -0.520  -3.574  -9.466
H  0.005  -0.808  -8.289
H  0.606  -2.319  -7.621
H  -2.423  -1.080  -5.686
H  -1.243  -0.071  -6.462
H  -0.698  -2.335  -4.498
H  -0.317  -0.628  -4.357
H  0.596  -1.626  -5.483
H  -2.349  -3.651  -8.127
H  -2.963  -3.194  -6.579
H  -0.128  -4.336  -6.899
H  -1.566  -5.327  -6.683
H  -1.092  -4.208  -5.416
C  3.776  0.322  -7.169
C  3.818  0.210  -5.650
N  4.056  -1.145  -5.166
C  3.820  -1.295  -3.733
C  4.731  -0.524  -2.778
C  5.250  -1.811  -5.674
C  6.599  -1.134  -5.435
H  3.036  -0.362  -7.595
H  3.498  1.339  -7.459
H  4.748  0.110  -7.622
H  2.845  0.550  -5.278
H  4.564  0.917  -5.265
H  3.854  -2.358  -3.471
H  2.785  -0.992  -3.528
H  5.719  -0.981  -2.707
H  4.303  -0.540  -1.771
H  4.848  0.522  -3.065
H  5.129  -1.950  -6.755
H  5.292  -2.831  -5.279
H  6.573  -0.061  -5.633
H  7.351  -1.568  -6.101
H  6.954  -1.291  -4.415
C  0.433  3.420  3.402
C  1.326  4.156  2.412
N  0.805  5.454  2.005
C  1.511  6.027  0.861
C  2.983  6.395  1.047
C  0.497  6.391  3.080
C  1.626  6.774  4.037
H  -0.583  3.309  3.012
H  0.831  2.419  3.589
H  0.381  3.933  4.366
H  1.414  3.519  1.524
H  2.334  4.238  2.839
H  0.969  6.911  0.508
H  1.445  5.312  0.032
H  3.100  7.308  1.631
H  3.439  6.584  0.071
H  3.556  5.597  1.523
H  -0.321  5.969  3.676
H  0.070  7.305  2.655
H  2.218  5.913  4.355
H  1.205  7.228  4.939
H  2.296  7.512  3.595
C  -0.482  4.952  11.090
C  -1.000  4.550  9.715
N  -0.023  4.719  8.645
C  -0.602  4.600  7.310
C  -1.183  3.245  6.906
C  1.259  4.047  8.830
C  1.246  2.531  9.028
H  -0.108  5.979  11.086
H  -1.292  4.893  11.823
H  0.317  4.291  11.436
H  -1.867  5.184  9.501
H  -1.373  3.518  9.766
H  0.144  4.900  6.565
H  -1.399  5.348  7.221
H  -0.399  2.522  6.678
H  -1.782  3.360  5.997
H  -1.836  2.825  7.673
H  1.757  4.495  9.697
H  1.919  4.287  7.991
H  0.470  2.203  9.722
H  2.206  2.206  9.439
H  1.113  2.002  8.083

Atom charges from the Mulliken analysis, given in e for atoms 1 to 5: number 1, C, carries -1.067; number 2, C, carries -0.428; number 3, C, carries -1.092; number 4, C, carries 0.420; number 5, C, carries -1.188



Record 2
C38H92Cl12O8 | ωB97M-V with the def2-TZVPD basis set

Calculated values
**Kohn-Sham gap**: 9.71 eV
**Net charge**: 0

Cartesian coordinates (Å):
C  -2.274  -3.277  4.626
Cl  -3.753  -3.852  3.888
Cl  -2.354  -1.594  5.163
H  -2.045  -3.862  5.501
H  -1.484  -3.326  3.889
C  0.334  4.658  -3.937
Cl  -1.123  3.691  -3.828
Cl  0.187  5.885  -5.157
H  0.477  5.127  -2.976
H  1.158  3.998  -4.171
C  -1.618  5.486  0.678
Cl  -1.576  5.579  -1.078
Cl  -3.253  5.632  1.295
H  -1.184  4.547  0.998
H  -1.080  6.338  1.055
C  -4.244  1.155  2.424
Cl  -4.590  1.448  4.142
Cl  -5.726  1.231  1.426
H  -3.537  1.901  2.082
H  -3.827  0.159  2.342
C  -4.195  -2.334  -1.096
Cl  -4.166  -3.806  -0.126
Cl  -2.732  -2.212  -2.067
H  -5.022  -2.332  -1.790
H  -4.236  -1.500  -0.427
C  4.066  -3.376  3.547
Cl  2.381  -2.855  3.476
Cl  4.856  -3.356  1.991
H  4.544  -2.690  4.234
H  4.073  -4.384  3.913
C  1.864  -3.363  -0.755
C  0.545  -3.528  -1.414
O  0.787  -4.331  -2.580
C  -0.366  -4.549  -3.357
C  -0.012  -5.371  -4.579
H  2.251  -4.311  -0.380
H  2.595  -2.916  -1.421
H  1.706  -2.715  0.116
H  -0.210  -4.003  -0.762
H  0.175  -2.521  -1.716
H  -1.171  -5.024  -2.767
H  -0.727  -3.538  -3.655
H  0.930  -4.951  -4.939
H  -0.755  -5.423  -5.371
H  0.224  -6.383  -4.226
C  5.051  2.519  3.308
C  4.195  1.260  3.030
O  3.787  1.323  1.672
C  3.214  0.124  1.223
C  2.753  0.337  -0.182
H  5.953  2.568  2.714
H  4.444  3.399  3.105
H  5.313  2.563  4.364
H  4.786  0.325  3.174
H  3.339  1.226  3.716
H  3.915  -0.724  1.279
H  2.355  -0.114  1.878
H  3.632  0.638  -0.757
H  1.997  1.109  -0.283
H  2.421  -0.608  -0.604
C  1.390  0.194  5.273
C  0.440  0.139  6.481
O  0.968  0.870  7.552
C  0.158  0.778  8.699
C  0.810  1.392  9.881
H  2.318  -0.314  5.516
H  0.913  -0.325  4.435
H  1.584  1.230  4.991
H  -0.565  0.506  6.213
H  0.331  -0.906  6.812
H  -0.790  1.304  8.495
H  -0.094  -0.271  8.908
H  0.105  1.413  10.712
H  1.104  2.413  9.648
H  1.696  0.841  10.201
C  4.489  5.585  -3.926
C  4.521  4.815  -2.631
O  3.173  4.653  -2.225
C  3.006  4.007  -0.928
C  1.536  3.883  -0.717
H  4.053  6.581  -3.805
H  5.502  5.701  -4.319
H  3.907  5.029  -4.666
H  5.011  3.828  -2.755
H  5.078  5.361  -1.853
H  3.560  3.063  -0.774
H  3.407  4.739  -0.212
H  1.145  3.196  -1.459
H  1.022  4.823  -0.826
H  1.336  3.451  0.265
C  3.025  -7.464  2.525
C  2.057  -6.548  1.857
O  0.763  -6.753  2.326
C  -0.180  -5.886  1.719
C  -1.581  -6.311  2.129
H  2.970  -7.310  3.608
H  2.712  -8.491  2.330
H  4.048  -7.337  2.192
H  2.345  -5.488  1.996
H  2.069  -6.750  0.767
H  0.002  -4.819  1.971
H  -0.090  -5.988  0.621
H  -1.777  -7.366  1.910
H  -2.256  -5.716  1.509
H  -1.852  -6.111  3.169
C  -0.578  -1.323  1.867
C  -0.346  -0.253  0.851
O  -1.587  0.205  0.381
C  -1.514  0.987  -0.819
C  -2.762  1.823  -0.895
H  -0.964  -2.189  1.322
H  0.332  -1.598  2.398
H  -1.353  -1.008  2.569
H  0.227  0.607  1.233
H  0.232  -0.696  0.031
H  -0.632  1.634  -0.710
H  -1.370  0.325  -1.693
H  -3.642  1.164  -0.919
H  -2.777  2.459  -1.776
H  -2.817  2.458  -0.008
C  2.277  -0.765  -8.759
C  1.524  -1.603  -7.782
O  0.522  -0.834  -7.150
C  -0.132  -1.466  -6.042
C  -0.837  -0.476  -5.238
H  3.109  -1.292  -9.220
H  1.586  -0.417  -9.539
H  2.627  0.117  -8.229
H  1.144  -2.556  -8.210
H  2.274  -1.872  -7.010
H  -0.855  -2.247  -6.367
H  0.649  -1.948  -5.427
H  -1.643  -0.008  -5.807
H  -0.116  0.287  -4.940
H  -1.247  -0.942  -4.332
C  -4.437  5.923  -3.462
C  -4.750  5.007  -2.330
O  -6.077  4.612  -2.399
C  -6.374  3.608  -1.460
C  -7.872  3.202  -1.629
H  -4.488  5.467  -4.450
H  -5.053  6.825  -3.440
H  -3.404  6.217  -3.305
H  -4.056  4.142  -2.321
H  -4.576  5.547  -1.384
H  -5.680  2.762  -1.601
H  -6.225  3.988  -0.425
H  -8.202  2.490  -0.868
H  -8.074  2.791  -2.623
H  -8.478  4.105  -1.545

Atom charges from the Mulliken analysis, given in e for atoms 1 to 5: number 1, C, carries 0.154; number 2, Cl, carries -0.143; number 3, Cl, carries -0.132; number 4, H, carries 0.431; number 5, H, carries -0.303



Number 1: calculated total energy -3620.587541 hartree. Number 2: calculated total energy -7627.123724 hartree.